(one)
Density functional theory data (wB97M-V/def2-TZVPD) for one molecule with the formula CH2Cl4Si.

```
8
Properties=species:S:1:pos:R:3:mulliken_charge:R:1
C 0.686 -0.753 0.214 -0.474
Si -0.482 0.681 -0.123 0.722
Cl 0.909 -1.689 -1.220 -0.132
Cl -1.022 1.536 1.648 -0.233
Cl -2.113 -0.260 -0.808 -0.218
Cl 0.038 2.058 -1.436 -0.185
H 0.185 -1.190 1.142 0.253
H 1.800 -0.382 0.585 0.268
```

Results
LUMO level = 0.48 eV
2S+1 = 1
SMILES = ClC[Si](Cl)(Cl)Cl
molar mass = 183.93 g/mol
highest occupied orbital energy = -10.685 eV

=====

(two)
Density functional theory data (wB97M-V/def2-TZVPD) for CH2Cl4Si as an isolated structure.

```
8
Properties=species:S:1:pos:R:3:mulliken_charge:R:1
C 1.061 0.087 -0.071 -0.527
Si -0.768 -0.293 0.287 0.749
Cl 1.256 1.784 0.494 -0.162
Cl -1.110 -2.237 0.499 -0.154
Cl -1.682 0.282 -2.179 -0.459
Cl -1.895 0.784 1.469 -0.105
H 1.252 -0.065 -1.076 0.344
H 1.885 -0.341 0.577 0.314
```

Results
LUMO level = -0.42 eV
2S+1 = 1
molar mass = 183.93 g/mol
highest occupied orbital energy = -10.264 eV

=====

Going by the computed energies, the most stable comes first: (one), (two).

=====

(one)
Density functional theory data (wB97M-V/def2-TZVPD) for a 3-piece molecular cluster, C2H9NO2 overall.

```
14
Properties=species:S:1:pos:R:3:mulliken_charge:R:1
C 1.731 -0.610 -0.273 -0.613
C 1.159 -0.453 -1.409 0.239
N -0.234 -0.609 -1.774 -0.469
H 1.304 -0.600 0.690 -0.036
H 2.862 -0.762 -0.291 0.167
H 1.726 -0.594 -2.391 0.185
H -0.935 -0.438 -1.031 0.245
H -0.363 -0.090 -2.691 0.242
H 0.254 0.030 1.751 0.407
H 0.800 0.939 2.877 0.307
O 0.110 0.877 2.179 -0.645
H -3.058 0.513 0.358 0.271
H -2.042 0.770 1.481 0.321
O -2.141 0.482 0.541 -0.621
```

Results
LUMO level = 0.80 eV
2S+1 = 1
SMILES = C=CN.O.O
molar mass = 79.10 g/mol
highest occupied orbital energy = -8.400 eV

=====

(two)
Density functional theory data (wB97M-V/def2-TZVPD) for a 2-piece molecular cluster, C2H9NO2 overall.

```
14
Properties=species:S:1:pos:R:3:mulliken_charge:R:1
C 1.165 -1.855 0.910 -0.634
O 0.014 -1.685 0.104 -0.501
H 1.927 -2.434 0.396 0.309
H 1.644 -0.926 1.147 0.260
H 0.920 -2.385 1.831 0.236
H 0.227 -1.960 -0.794 0.325
N -0.712 1.571 0.556 -0.540
C -0.494 1.815 -0.834 -0.195
O -0.881 0.754 -1.706 -0.533
H -1.662 1.753 0.838 0.220
H -0.389 0.667 0.867 0.223
H -1.098 2.654 -1.112 0.304
H 0.564 2.025 -0.998 0.230
H -1.225 0.007 -1.206 0.295
```

Results
LUMO level = 0.80 eV
2S+1 = 1
SMILES = NCO.CO
molar mass = 79.10 g/mol
highest occupied orbital energy = -9.476 eV

=====

(three)
Density functional theory data (wB97M-V/def2-TZVPD) for a 2-piece molecular cluster, C2H9NO2 overall.

```
14
Properties=species:S:1:pos:R:3:mulliken_charge:R:1
C 0.226 -1.846 -1.861 -0.488
O -0.487 -0.630 -1.736 -0.553
H -0.043 -2.411 -0.960 0.271
H 0.123 -2.336 -2.801 0.266
H 1.370 -1.553 -1.726 0.172
H -1.409 -0.653 -1.483 0.310
N 1.087 1.141 1.603 -0.645
C -0.252 1.722 1.495 -0.108
O -1.113 0.607 1.169 -0.525
H 1.042 0.272 2.156 0.281
H 1.356 0.733 0.715 0.239
H -0.610 2.105 2.447 0.236
H -0.243 2.550 0.732 0.249
H -1.047 0.299 0.250 0.296
```

Results
LUMO level = 0.71 eV
2S+1 = 1
SMILES = NCO.CO
molar mass = 79.10 g/mol
highest occupied orbital energy = -9.319 eV

=====

Going by the computed energies, the most stable comes first: (two), (one), (three).

=====

(one)
Density functional theory data (wB97M-V/def2-TZVPD) for one molecule with the formula CH3NOP2.

```
8
Properties=species:S:1:pos:R:3:mulliken_charge:R:1
C -0.324 1.918 -0.417 0.148
N -0.294 -0.690 -0.347 -0.319
O -0.682 2.781 0.320 -0.396
P 1.002 0.774 -0.064 0.133
P 0.336 -2.124 0.039 0.052
H -0.881 1.734 -1.403 0.296
H 1.369 -1.928 0.830 0.022
H -0.526 -2.465 1.043 0.065
```

Results
LUMO level (spin up / spin down) = -1.47 / -1.81 eV
2S+1 = 1
SMILES = O=C/P=N/P
molar mass = 106.99 g/mol
highest occupied orbital energy (spin up / spin down) = -9.052 / -9.065 eV

=====

(two)
Density functional theory data (wB97M-V/def2-TZVPD) for CH3NOP2 as an isolated structure.

```
8
Properties=species:S:1:pos:R:3:mulliken_charge:R:1
C 1.099 0.024 -1.526 0.153
N -0.549 0.042 1.004 -0.127
O 2.191 -0.061 -1.942 -0.297
P -1.705 -0.595 0.199 0.011
P 0.376 1.299 0.501 0.066
H 0.117 -0.645 -1.721 0.084
H -2.063 -1.413 1.310 0.050
H 1.356 0.717 1.188 0.060
```

Results
LUMO level (spin up / spin down) = -0.78 / -0.78 eV
2S+1 = 1
molar mass = 106.99 g/mol
highest occupied orbital energy (spin up / spin down) = -8.186 / -8.185 eV

=====

Going by the computed energies, the most stable comes first: (two), (one).

=====

(one)
Density functional theory data (wB97M-V/def2-TZVPD) for one molecule with the formula C3H7N2P.

```
13
Properties=species:S:1:pos:R:3:mulliken_charge:R:1
C -1.050 1.175 0.051 0.179
C -0.987 -0.333 0.163 -0.626
C 0.028 -0.756 -0.904 -0.442
N -0.175 1.873 -0.448 -0.496
N 1.168 0.079 -0.914 -0.302
P 2.330 0.148 0.225 -0.038
H -1.939 1.626 0.503 0.373
H -0.635 -0.579 1.172 0.279
H -1.960 -0.803 0.009 0.330
H 0.308 -1.799 -0.735 0.330
H -0.447 -0.667 -1.890 0.315
H 1.761 0.769 1.353 0.026
H 2.933 1.301 -0.264 0.071
```

Results
LUMO level (spin up / spin down) = -0.52 / -0.11 eV
2S+1 = 1
molar mass = 102.08 g/mol
highest occupied orbital energy (spin up / spin down) = -8.883 / -8.470 eV

=====

(two)
Density functional theory data (wB97M-V/def2-TZVPD) for a 2-piece molecular cluster, C3H7N2P overall.

```
13
Properties=species:S:1:pos:R:3:mulliken_charge:R:1
C -0.501 2.048 -2.140 -0.119
C 0.144 -0.387 0.559 0.454
C -0.320 -1.712 1.236 -1.057
N -0.726 3.169 -1.885 -0.220
N -0.371 0.650 1.064 -0.651
P 1.444 -0.505 -0.739 -0.046
H 0.956 -1.727 -1.051 0.016
H -1.046 -2.149 0.512 0.306
H 0.457 -2.365 1.200 0.386
H -0.963 -1.490 2.211 0.264
H -1.223 4.140 -1.747 0.338
H -0.176 1.472 0.587 0.278
H 2.327 -1.145 0.195 0.052
```

Results
LUMO level = 0.93 eV
2S+1 = 1
molar mass = 102.08 g/mol
highest occupied orbital energy = -9.201 eV

=====

Going by the computed energies, the most stable comes first: (two), (one).

=====

(one)
Density functional theory data (wB97M-V/def2-TZVPD) for an isolated ion of composition C6H12N and charge +1.

```
19
Properties=species:S:1:pos:R:3:mulliken_charge:R:1
C -0.466 -1.788 0.624 -0.577
C 0.489 -1.710 -0.600 -0.856
C -0.894 0.569 -0.724 -0.615
C 0.716 0.711 0.569 -0.826
C -0.062 -0.452 0.029 0.885
C -2.010 1.079 0.138 -1.123
N 2.011 0.986 -0.137 -0.298
H -1.409 -2.131 0.553 0.321
H -0.072 -1.912 1.589 0.220
H 1.517 -2.014 -0.580 0.329
H 0.205 -2.163 -1.478 0.328
H -0.645 0.724 -1.728 0.606
H 0.544 1.147 1.499 0.484
H -2.900 0.569 -0.255 0.310
H -2.247 2.129 0.269 0.372
H -1.900 0.834 1.239 0.268
H 1.956 1.727 -0.889 0.378
H 2.563 0.201 -0.644 0.402
H 2.604 1.494 0.529 0.392
```

Results
charge = +1
LUMO level (spin up / spin down) = -3.78 / -5.69 eV
2S+1 = 3
molar mass = 98.17 g/mol
highest occupied orbital energy (spin up / spin down) = -10.334 / -14.788 eV

=====

(two)
Density functional theory data (wB97M-V/def2-TZVPD) for a 2-piece molecular cluster, C6H12N overall.

```
19
Properties=species:S:1:pos:R:3:mulliken_charge:R:1
C -0.576 -3.504 -0.636 -0.562
C -1.764 -3.200 -0.678 -0.052
C 0.083 1.614 -0.467 -0.763
C 0.405 0.358 -0.059 0.899
C -0.147 2.753 0.383 -1.193
C 0.662 -0.301 1.265 -1.165
N 0.484 -0.653 -1.116 0.006
H 0.332 -3.965 -0.971 0.399
H -2.700 -2.933 -0.286 0.383
H -0.213 1.777 -1.445 0.358
H 0.181 3.631 -0.036 0.393
H 0.236 2.445 1.439 0.300
H -1.255 2.732 0.522 0.301
H 0.307 -1.424 1.210 0.362
H 0.042 0.103 2.075 0.396
H 1.674 -0.326 1.467 0.319
H -0.085 -1.424 -0.761 -0.062
H 1.443 -0.846 -1.305 0.344
H 0.055 -0.221 -1.895 0.341
```

Results
charge = +1
LUMO level (spin up / spin down) = -3.14 / -6.45 eV
2S+1 = 3
molar mass = 98.17 g/mol
highest occupied orbital energy (spin up / spin down) = -9.759 / -14.975 eV

=====

Going by the computed energies, the most stable comes first: (one), (two).

=====

(one)
Density functional theory data (wB97M-V/def2-TZVPD) for C6H28O8 as an isolated structure.

```
42
Properties=species:S:1:pos:R:3:mulliken_charge:R:1
O 29.447 -26.406 16.594 -0.602
H 30.147 -27.053 16.507 0.410
H 29.789 -25.623 16.162 0.494
O 29.809 -25.211 18.204 -0.710
H 29.629 -25.758 17.440 0.298
H 30.679 -24.848 18.039 0.202
O 25.945 -25.294 15.702 -0.709
H 25.453 -25.092 16.497 0.669
H 25.275 -25.426 15.031 0.359
O 27.318 -26.840 16.914 -0.985
H 28.236 -26.591 16.809 0.413
H 26.845 -26.272 16.305 0.680
O 28.078 -28.804 16.917 -1.104
H 27.778 -27.921 16.701 0.455
H 28.051 -28.840 17.873 0.543
O 26.402 -25.845 18.655 -0.723
H 27.213 -25.419 18.931 0.353
H 26.650 -26.361 17.888 -0.471
C 24.740 -27.772 18.371 -0.680
C 24.541 -27.382 16.857 1.744
C 25.260 -28.360 15.911 -1.158
O 23.133 -27.311 16.656 -0.619
H 24.554 -28.829 18.565 0.368
H 24.097 -27.074 18.907 0.341
H 25.745 -27.585 18.748 -0.214
H 24.943 -26.376 16.737 -1.320
H 25.084 -29.428 16.037 0.425
H 26.345 -28.328 16.013 0.458
H 25.013 -28.201 14.861 0.306
H 22.914 -28.238 16.532 0.372
C 29.307 -29.067 20.485 -1.647
C 28.288 -28.272 19.685 0.637
C 29.057 -27.247 18.770 0.299
O 27.575 -29.119 18.846 -0.472
H 28.904 -29.823 21.159 0.465
H 29.612 -28.264 21.156 0.428
H 30.251 -29.261 19.976 0.362
H 27.573 -27.727 20.302 0.376
H 28.280 -26.757 18.183 -1.493
H 29.722 -27.747 18.066 0.376
H 29.539 -26.465 19.357 0.639
H 27.778 -30.009 19.144 0.435
```

Results
LUMO level = -0.31 eV
2S+1 = 1
molar mass = 228.28 g/mol
highest occupied orbital energy = -8.433 eV

=====

(two)
Density functional theory data (wB97M-V/def2-TZVPD) for a 8-piece molecular cluster, C6H28O8 overall.

```
42
Properties=species:S:1:pos:R:3:mulliken_charge:R:1
O 8.538 -2.426 6.579 -0.623
H 8.008 -2.695 7.356 0.403
H 9.036 -1.693 6.901 0.279
O 9.714 -5.329 7.212 -0.440
H 9.827 -4.836 6.397 0.231
H 9.737 -6.270 7.050 0.291
C 10.972 -9.612 10.808 -0.742
O 9.827 -9.047 10.183 -0.353
H 10.723 -10.321 11.571 0.305
H 11.580 -10.057 10.011 0.242
H 11.514 -8.789 11.213 0.308
H 9.404 -8.560 10.872 0.234
C 11.079 -3.060 9.247 -0.407
O 10.730 -4.348 9.759 -0.435
H 11.271 -2.412 10.101 0.281
H 12.023 -3.087 8.709 0.234
H 10.266 -2.658 8.671 0.066
H 10.427 -4.820 8.971 0.290
C 6.353 -4.753 8.725 -0.543
O 7.457 -3.807 8.648 -0.604
H 6.189 -5.208 9.747 0.194
H 5.480 -4.309 8.289 0.357
H 6.655 -5.486 8.019 0.116
H 8.280 -4.308 8.431 0.323
C 7.620 -8.334 7.882 -0.347
O 8.897 -8.170 7.273 -0.540
H 6.933 -8.884 7.233 0.282
H 7.652 -8.960 8.785 0.263
H 7.254 -7.385 8.259 -0.001
H 9.616 -8.468 7.904 0.320
C 8.268 -5.575 12.174 -0.352
O 7.414 -6.695 12.355 -0.523
H 9.265 -5.649 12.661 0.288
H 8.445 -5.525 11.112 -0.074
H 7.773 -4.639 12.427 0.393
H 6.991 -6.578 13.204 0.287
C 13.014 -6.456 7.057 -0.473
O 12.326 -7.501 7.751 -0.455
H 13.761 -5.918 7.672 0.265
H 13.539 -6.838 6.185 0.270
H 12.308 -5.738 6.633 0.127
H 12.188 -7.335 8.677 0.263
```

Results
LUMO level = 0.59 eV
2S+1 = 1
SMILES = CO.CO.CO.CO.CO.CO.O.O
molar mass = 228.28 g/mol
highest occupied orbital energy = -10.167 eV

=====

Going by the computed energies, the most stable comes first: (two), (one).